Record 1
This record from the OMol25 dataset describes a structure of composition C35H73BFeN6O3P3. The level of theory is wB97M-V/def2-TZVPD.

**HOMO-LUMO gap (spin up / spin down)**: 4.8591 / 5.5834 eV
**Total energy**: -4244.23491 Ha
**Molar mass**: 785.59 u
**LUMO level (spin up / spin down)**: 0.0877 / 0.0875 Ha

Structure (ORCA input):
```
! RIJCOSX wB97M-V def2-TZVPD def2/J DEFGRID3
* xyz -1 5
Fe -0.35069 -0.38330 -0.42591
C -0.88588 -1.46636 -4.42217
C -0.04392 -0.18184 -4.39305
C -0.33026 0.60176 -5.67695
C 1.43321 -0.59031 -4.41115
P -0.52038 0.64135 -2.75358
C -2.30863 1.03646 -3.06571
N -3.12599 0.10467 -2.34278
B -2.91361 -0.21222 -0.87841
N -3.37284 -1.63021 -0.79038
C -2.96549 -2.60386 0.17321
P -1.16302 -2.36136 0.56543
C -1.19282 -2.23395 2.44235
C -1.80621 -0.85450 2.78159
C 0.22391 -2.27875 3.02531
C -2.03116 -3.29285 3.16838
C -0.45448 -4.04552 0.07768
C -0.46913 -3.99851 -1.45918
C 1.00314 -4.17149 0.54282
C -1.20204 -5.29996 0.53206
C -4.00450 -1.97187 -1.97297
C -4.66046 -3.13454 -2.32519
C -5.18621 -3.25638 -3.62481
C -5.06437 -2.22427 -4.53163
C -4.40538 -1.03335 -4.17625
C -3.86548 -0.91398 -2.91253
C 0.24690 2.34592 -2.60180
C 0.04062 3.27572 -3.79975
C 1.74289 2.20861 -2.29867
C -0.40221 2.98650 -1.35913
H -0.51460 -2.11694 -5.22094
H -1.93810 -1.26644 -4.61954
H -0.82747 -2.01278 -3.48045
H -0.26524 -0.09066 -6.52376
H 0.39847 1.39187 -5.84659
H -1.32537 1.04696 -5.70422
H 1.59759 -1.26853 -5.25580
H 1.72707 -1.10928 -3.50220
H 2.09114 0.26758 -4.55591
H -2.53497 1.00842 -4.13174
H -2.50035 2.05711 -2.72391
H -3.10937 -3.60419 -0.23515
H -3.55693 -2.54853 1.09430
H -1.53182 0.72394 1.53961
H -1.87095 -0.83786 3.87039
H -2.83824 -0.80454 2.41250
H 0.92780 -1.66701 2.46968
H 0.60973 -3.29634 3.05613
H 0.20683 -1.90382 4.05398
H -2.99214 -3.49706 2.69737
H -2.23488 -2.95447 4.19033
H -1.48982 -4.23420 3.24925
H 0.12776 -3.16450 -1.82995
H -1.48195 -3.88863 -1.85886
H -0.04995 -4.92944 -1.85544
H 1.51233 -3.20911 0.57655
H 1.55524 -4.82743 -0.13682
H 1.07089 -4.60064 1.54156
H -2.25656 -5.29566 0.25731
H -1.13242 -5.45667 1.60686
H -0.74884 -6.17053 0.04487
H -4.77160 -3.94450 -1.61377
H -5.70423 -4.16496 -3.90558
H -5.48518 -2.32424 -5.52447
H -4.30586 -0.22705 -4.89428
H 0.72379 3.04004 -4.61495
H 0.24647 4.30572 -3.49019
H -0.98049 3.24444 -4.18733
H 2.26559 1.57565 -3.01516
H 1.91447 1.84017 -1.28259
H 2.20929 3.19958 -2.33425
H -1.39074 3.39884 -1.56301
H 0.23752 3.79898 -1.00039
H -0.51042 2.27447 -0.53410
O 1.75978 -1.27146 -1.23107
H 2.20609 -0.41344 -1.19007
H 2.13471 -1.75542 -0.48977
O -3.25385 2.09204 0.36442
C -3.25851 0.98602 -0.03577
C 0.85301 1.32166 3.53902
C -0.64719 1.40808 3.27023
C -1.42616 1.36136 4.58784
C -0.97357 2.72328 2.57180
N -1.04507 0.30532 2.32196
H 1.14363 2.08032 4.26732
H 0.60148 0.22711 1.69573
H 1.09451 0.34139 3.96893
H -1.20374 2.27325 5.14421
H -1.12584 0.51977 5.21550
H -2.50816 1.31699 4.42472
H -0.64453 3.55295 3.19603
H -2.04472 2.82336 2.38316
H -0.44253 2.80312 1.61979
C 1.81982 4.79629 1.92699
N 2.57788 3.96604 2.82654
C 2.24721 4.29702 4.18452
P 2.19516 1.66627 2.05474
O 1.40076 0.41834 1.15341
N 3.30792 1.85916 0.57786
C 4.01665 0.69567 0.10217
C 4.22073 2.98597 0.53360
N 3.38631 0.85048 3.02297
C 3.59051 -0.56694 3.06592
C 4.42575 1.61896 3.66202
H 2.17102 5.84561 1.95541
H 0.73806 4.83899 2.14299
H 1.92655 4.44663 0.89509
H 2.62779 5.30050 4.45814
H 2.69998 3.58989 4.88726
H 1.16094 4.32544 4.40507
H 3.48017 -0.21746 0.34093
H 5.01501 0.59884 0.56294
H 4.18642 0.73388 -0.98937
H 3.89096 3.79117 1.18079
H 4.33398 3.36464 -0.49502
H 5.23084 2.69533 0.87087
H 2.80918 -1.08930 2.51638
H 3.57694 -0.94639 4.10111
H 4.55900 -0.85704 2.62859
H 4.28440 2.68136 3.46761
H 5.42257 1.34255 3.28024
H 4.43916 1.45299 4.75011
*
```

Löwdin atomic charge list, values in e, 6 entries: number 1, Fe, carries 0.252; number 2, C, carries -0.087; number 3, C, carries -0.665; number 4, C, carries -0.093; number 5, C, carries -0.099; number 6, P, carries 1.140

Record 2
This record from the OMol25 dataset describes an isolated molecule of C18H17N5O2S. The level of theory is wB97M-V/def2-TZVPD.

**Energy relative to the best compared isomer or geometry (same formula, charge and spin)**: 64.0 kcal/mol
**HOMO-LUMO gap**: 8.3145 eV
**Total energy**: -1518.53684 Ha
**SMILES**: COc1ccc(/C=N/NC(=O)c2ccn[nH]2)cc1CSc1ccccn1
**Molar mass**: 367.43 u
**LUMO level**: 0.0078 Ha

Structure (ORCA input):
```
! RIJCOSX wB97M-V def2-TZVPD def2/J DEFGRID3
* xyz 0 1
C -2.66002 -4.06211 -0.16091
O -2.60444 -2.68235 0.10947
C -1.39847 -2.06253 0.11452
C -0.17773 -2.69802 -0.10345
C 0.99868 -1.97915 -0.08116
C 0.99001 -0.60494 0.15916
C 2.21622 0.15597 0.17725
N 3.34471 -0.39806 -0.01426
N 4.45729 0.34806 0.00776
C 5.69494 -0.20274 -0.19131
O 5.89386 -1.38116 -0.39667
C 6.79171 0.77543 -0.13399
C 6.88629 2.14394 0.07739
C 8.25511 2.41963 -0.00246
N 8.94765 1.31931 -0.24227
N 8.06345 0.34676 -0.31835
C -0.23492 0.02740 0.37916
C -1.42135 -0.67838 0.36728
C -2.72650 0.00562 0.58796
S -3.53222 0.34022 -1.03048
C -5.00727 1.10732 -0.47316
C -5.94935 1.53201 -1.41359
C -7.09899 2.13456 -0.94922
C -7.27375 2.29395 0.42226
C -6.27575 1.83619 1.26262
N -5.16676 1.25691 0.83183
H -2.26259 -4.29201 -1.15405
H -2.11853 -4.64192 0.59329
H -3.71630 -4.32455 -0.12693
H -0.13962 -3.75840 -0.29571
H 1.94546 -2.46549 -0.25161
H 2.13073 1.23645 0.36265
H 4.38157 1.35434 0.17529
H 6.10149 2.84915 0.26185
H 8.75277 3.36242 0.10397
H 8.33246 -0.60992 -0.49678
H -0.26134 1.09216 0.56404
H -2.60748 0.96908 1.07982
H -3.42180 -0.61822 1.14649
H -5.76245 1.38302 -2.46497
H -7.85349 2.47788 -1.64210
H -8.16013 2.76055 0.82131
H -6.35319 1.93162 2.33806
*
```

Löwdin atomic charge list, values in e, 6 entries: number 1, C, carries -0.073; number 2, O, carries -0.091; number 3, C, carries -0.235; number 4, C, carries 0.000; number 5, C, carries -0.012; number 6, C, carries -0.213

Record 3
This record from the OMol25 dataset describes a cluster of 11 separate species, C20H65N3O11 in total. The level of theory is wB97M-V/def2-TZVPD.

**Energy relative to the best compared isomer or geometry (same formula, charge and spin)**: 103.3 kcal/mol
**HOMO-LUMO gap**: 9.3225 eV
**Total energy**: -1792.56474 Ha
**SMILES**: COC[C@H](C)N.COC[C@H](C)N.COC[C@H](C)N.CO.CO.CO.CO.CO.CO.CO.CO
**Molar mass**: 523.75 u
**LUMO level**: 0.0128 Ha

Structure (ORCA input):
```
! RIJCOSX wB97M-V def2-TZVPD def2/J DEFGRID3
* xyz 0 1
C 0.61388 0.84291 1.56572
O 0.01006 -0.24005 0.97562
C 0.73924 -1.40139 0.73253
C -0.21759 -2.37776 -0.03697
C 0.57949 -3.66605 -0.50192
N -0.75981 -1.61644 -1.17570
H 1.59593 1.16056 1.21534
H 0.61169 0.76627 2.65303
H -0.00395 1.72833 1.41600
H 1.57331 -1.01519 0.14664
H 1.08576 -1.91173 1.63118
H -1.02006 -2.75221 0.59859
H 1.26508 -3.38900 -1.30274
H -0.03750 -4.37126 -1.05879
H 1.06803 -4.21211 0.30508
H 0.00719 -1.39712 -1.79514
H -0.97552 -0.68185 -0.85930
C 3.41587 3.18442 7.34514
O 3.28739 2.54286 6.06692
C 2.46161 3.16747 5.13356
C 0.98444 3.17689 5.48249
C 0.26828 1.81268 5.56689
N 0.18174 4.09386 4.73909
H 4.10748 4.02614 7.30926
H 3.96903 2.46692 7.95119
H 2.54266 3.44525 7.94312
H 2.78544 4.20681 5.07866
H 2.59682 2.82521 4.10755
H 0.89119 3.67905 6.44542
H -0.16526 1.51427 4.61237
H -0.60992 1.91451 6.20446
H 0.88752 0.99108 5.92689
H -0.80266 4.03435 4.95706
H 0.50149 5.03801 4.90172
C -2.23261 2.61166 -1.10899
O -2.31585 3.74316 -1.95888
C -3.12641 3.41652 -3.03590
C -3.30323 4.61036 -3.92641
C -2.00855 5.20878 -4.64959
N -3.76733 5.68686 -3.08063
H -1.92090 3.03059 -0.15221
H -1.37724 2.04273 -1.47337
H -3.15574 2.07363 -0.89347
H -2.88836 2.51589 -3.60184
H -4.08320 3.18083 -2.56997
H -4.03428 4.31547 -4.67922
H -1.54961 4.59157 -5.42193
H -1.19061 5.43493 -3.96554
H -2.21549 6.17478 -5.11016
H -4.65987 5.52296 -2.63722
H -3.22326 5.58642 -2.23564
C 4.05300 -4.97513 -1.36996
O 5.46137 -4.88879 -1.23463
H 3.85481 -5.28155 -2.39706
H 3.61115 -5.71155 -0.69873
H 3.61200 -3.98755 -1.23472
H 5.85300 -5.11010 -0.38655
C 4.99139 -0.14272 1.07810
O 4.24895 1.11415 1.06803
H 4.72245 -0.70320 1.97344
H 4.68431 -0.73968 0.21936
H 6.07096 -0.01436 0.99968
H 4.23765 1.66932 1.85114
C -0.50914 -7.65640 -1.48428
O 0.72310 -6.90020 -1.64893
H -0.36704 -8.62224 -0.99945
H -1.14006 -7.11076 -0.78263
H -1.13118 -7.90402 -2.34443
H 0.52359 -6.33315 -2.39743
C -4.19407 -2.70304 -0.78036
O -3.90638 -2.39031 -2.07572
H -3.63993 -2.15949 -0.01513
H -5.27107 -2.57936 -0.66687
H -3.85443 -3.72461 -0.60967
H -2.96678 -2.57273 -2.14962
C -1.58790 -4.51889 -3.19273
O -2.58490 -5.05734 -3.98671
H -1.30467 -3.62171 -3.74314
H -1.94626 -4.30155 -2.18653
H -0.67325 -5.11042 -3.23274
H -2.17516 -5.22067 -4.83937
C 1.50053 3.76097 -1.75597
O 1.97356 3.59130 -0.43488
H 2.23425 3.22888 -2.36147
H 0.49414 3.37977 -1.92910
H 1.52762 4.81815 -2.02003
H 2.29865 2.69469 -0.32533
C -3.25965 0.38840 1.97176
O -3.95565 0.41510 3.12221
H -3.65514 1.10262 1.24955
H -2.25944 0.66418 2.30584
H -3.20536 -0.59694 1.50887
H -3.50986 -0.06380 3.82473
C 0.35279 -0.69285 -3.64774
O 1.58779 -0.93085 -2.97154
H -0.11213 0.24955 -3.35820
H 0.48390 -0.42872 -4.69709
H -0.49741 -1.37263 -3.70401
H 2.22005 -0.28248 -3.29007
*
```

Löwdin atomic charge list, values in e, 6 entries: number 1, C, carries -0.117; number 2, O, carries -0.212; number 3, C, carries -0.182; number 4, C, carries -0.339; number 5, C, carries -0.037; number 6, N, carries 0.067

Record 4
This record from the OMol25 dataset describes a cluster of 13 separate species, C26H78O13 in total. The level of theory is wB97M-V/def2-TZVPD.

**Energy relative to the best compared isomer or geometry (same formula, charge and spin)**: 66.0 kcal/mol
**HOMO-LUMO gap**: 10.1469 eV
**Total energy**: -2015.36246 Ha
**Molar mass**: 598.90 u
**LUMO level**: 0.0107 Ha

Structure (ORCA input):
```
! RIJCOSX wB97M-V def2-TZVPD def2/J DEFGRID3
* xyz 0 1
C 4.78671 -0.56066 -0.68998
C 5.91835 -0.50097 0.31981
O 6.90490 0.48467 -0.03755
H 5.14315 -0.74071 -1.70270
H 4.28647 0.41160 -0.66330
H 4.11027 -1.35253 -0.36366
H 6.39160 -1.48184 0.33248
H 5.50292 -0.13593 1.26044
H 6.71583 1.29137 0.44257
C 2.93072 -1.62255 2.39968
C 2.36615 -2.10128 3.72611
O 3.41358 -2.71077 4.51126
H 3.41245 -0.65003 2.47819
H 2.12535 -1.60574 1.65661
H 3.60380 -2.34500 1.93648
H 1.54462 -2.81326 3.65024
H 1.93724 -1.29717 4.33459
H 3.94522 -1.98277 4.84686
C 2.26254 2.58333 2.79761
C 3.15858 3.19899 1.74862
O 4.14296 4.05921 2.35101
H 2.92112 2.08722 3.51984
H 1.49761 1.92073 2.40591
H 1.85146 3.38818 3.41110
H 2.62694 3.85057 1.05102
H 3.69948 2.49574 1.10579
H 4.84906 3.49666 2.68318
C -0.37123 0.79192 4.34030
C -1.82721 1.23179 4.34762
O -2.01635 2.37864 3.54267
H -0.18310 0.31540 3.37705
H -0.28443 0.07933 5.15924
H 0.27772 1.66038 4.40662
H -2.21469 1.38843 5.36751
H -2.50126 0.42007 4.03478
H -2.93805 2.43058 3.27155
C -5.26725 0.57199 0.90820
C -4.49004 1.70508 0.27602
O -3.26452 1.91246 0.96935
H -6.23928 0.43359 0.43924
H -5.40783 0.85245 1.95752
H -4.76438 -0.39419 0.94824
H -5.06706 2.63164 0.26729
H -4.27081 1.47761 -0.77430
H -2.87649 2.76006 0.70854
C -1.39792 2.34076 -2.19643
C -1.33284 3.59377 -3.01525
O -2.10368 4.60928 -2.32807
H -0.77956 1.53675 -2.59514
H -2.41719 1.97183 -2.08838
H -1.01445 2.59953 -1.20940
H -1.77640 3.62754 -4.02009
H -0.29961 3.93020 -3.17499
H -2.09993 5.44212 -2.80541
C 0.55885 -0.43050 -0.70695
C 0.04124 0.21597 0.57214
O -1.32495 -0.14042 0.79392
H -0.18625 -0.30412 -1.49507
H 0.77975 -1.50190 -0.65885
H 1.50416 -0.00765 -1.05646
H 0.07602 1.30679 0.54487
H 0.58169 -0.18274 1.43281
H -1.89916 0.63290 0.90920
C 2.15153 0.08298 -4.41625
C 1.61288 1.36886 -5.05489
O 2.48011 1.88875 -6.05239
H 2.66977 0.40246 -3.50130
H 2.81322 -0.48217 -5.07068
H 1.41200 -0.62236 -4.03841
H 1.26663 2.05711 -4.28037
H 0.76354 1.01903 -5.65644
H 3.30854 2.11043 -5.60284
C -0.62339 4.49974 1.16920
C -1.90101 5.33533 1.29984
O -2.90357 4.80078 0.42137
H -0.80165 3.45660 1.42642
H 0.22480 4.90834 1.71963
H -0.34851 4.52790 0.11114
H -1.81254 6.38672 1.02223
H -2.24878 5.26644 2.33134
H -2.94724 5.25875 -0.41726
C -0.09849 -2.40048 -5.84783
C -1.08721 -2.32026 -4.69923
O -0.48616 -1.87668 -3.49419
H -0.62891 -2.79803 -6.71417
H 0.71490 -3.08780 -5.60121
H 0.38127 -1.47006 -6.15287
H -1.44509 -3.34201 -4.53302
H -1.91915 -1.67782 -5.00509
H -0.98697 -2.12163 -2.70543
C -1.62841 -3.27471 2.66504
C -1.78253 -2.83646 4.11128
O -2.70432 -3.68046 4.79084
H -1.24872 -2.40808 2.11298
H -2.52746 -3.52554 2.09700
H -1.00395 -4.16757 2.59171
H -2.18297 -1.81367 4.05393
H -0.83409 -2.81947 4.65585
H -2.61482 -3.53303 5.73637
C 1.36042 -4.57417 -0.33672
C 0.98916 -4.86254 -1.79688
O 1.65387 -3.90255 -2.61119
H 0.66405 -3.89040 0.15678
H 2.35292 -4.13314 -0.25776
H 1.33873 -5.48579 0.26548
H -0.09223 -4.82633 -1.91720
H 1.36098 -5.85118 -2.05940
H 1.03292 -3.36181 -3.11622
C -4.04118 -2.54224 -1.87444
C -2.92670 -2.13999 -0.93514
O -1.79930 -2.99602 -1.09726
H -3.86385 -2.39353 -2.94264
H -4.98799 -2.03732 -1.67706
H -4.21869 -3.61721 -1.77759
H -3.29260 -2.06042 0.09293
H -2.64971 -1.08868 -1.07581
H -1.16670 -2.60296 -0.47434
*
```

Löwdin atomic charge list, values in e, 6 entries: number 1, C, carries -0.091; number 2, C, carries -0.307; number 3, O, carries -0.084; number 4, H, carries 0.079; number 5, H, carries 0.061; number 6, H, carries 0.060

Look up the molar mass of the second one. 367.43 u

Among the records above, which one has the lowest total energy? C35H73BFeN6O3P3

What is the formula in the second record? C18H17N5O2S